Entry from the OMol25 dataset: a molecular structure, C26H41BrEuN6P2 in a non-equilibrium geometry (ωB97M-V with the def2-TZVPD basis set).

The lowest unoccupied orbital energy (spin up / spin down) is -0.2353 / -0.2506 Eh. The total charge is +2. As for the spin multiplicity: 8. As for the HOMO energy (spin up / spin down): -0.50064 / -0.50014 hartree.

The geometry in XYZ format:
```
77
Properties=species:S:1:pos:R:3:forces:R:3
C 1.8883 3.8262 0.0265 -0.4 -0.4 -0.1
C 0.9051 3.0682 -0.6666 1.4 0.7 -0.8
C 0.9961 3.0750 -2.0858 0.0 -0.1 0.5
C 2.0313 3.7814 -2.7025 0.1 0.1 0.0
N 2.9758 4.4799 -2.0443 -0.8 -0.6 0.6
C 2.8744 4.4957 -0.7006 0.1 0.1 -0.2
C -0.0782 2.3005 0.0149 -3.2 1.7 0.6
C -1.1624 1.8987 0.5642 0.8 4.2 -1.9
C -2.5150 2.1874 0.9661 -1.5 0.0 0.6
C -3.3153 1.1865 1.5640 0.1 0.4 -0.2
C -4.6313 1.4432 1.9607 0.2 0.1 -0.1
C -5.1638 2.7247 1.7595 0.1 0.1 0.0
C -4.3963 3.7431 1.1680 0.1 -0.4 0.1
C -3.0835 3.4724 0.7758 0.1 -0.2 0.0
Eu 0.1156 0.1841 0.6885 -0.9 0.3 5.6
P 2.3200 -0.3566 0.0942 8.6 -1.9 -2.4
H 0.2629 2.5227 -2.6820 0.3 0.3 0.1
H 1.8739 3.8671 1.1199 0.0 0.1 -0.4
H 2.1084 3.7810 -3.7994 0.0 0.0 0.5
H 3.6384 5.0790 -0.1668 -0.4 -0.3 -0.3
H -2.4787 4.2594 0.3147 -0.2 -0.3 0.2
H -2.8696 0.1977 1.7074 -0.3 0.2 0.1
H -4.8279 4.7369 1.0188 0.2 -0.4 0.1
H -5.2394 0.6597 2.4216 0.2 0.3 -0.2
C 2.9082 -2.1014 0.4545 -0.4 0.0 0.4
C 4.0586 -2.7008 -0.3644 0.2 0.0 -0.3
H 2.0028 -2.7261 0.3467 0.3 0.0 0.0
H 3.1454 -2.1147 1.5352 0.0 0.0 -0.4
H 4.2485 -3.7441 -0.0523 -0.2 0.5 -0.1
H 3.8161 -2.7190 -1.4409 0.1 0.0 0.4
H 4.9972 -2.1379 -0.2392 -0.4 -0.2 0.0
C 2.6346 -0.1091 -1.7368 -0.7 -0.1 -0.1
C 4.0228 0.3082 -2.2365 0.3 0.1 0.1
H 1.8999 0.6625 -2.0255 0.3 -0.2 -0.1
H 2.3028 -1.0440 -2.2238 0.1 0.3 0.2
H 3.9956 0.4575 -3.3313 -0.1 -0.1 0.5
H 4.3374 1.2660 -1.7895 -0.1 -0.4 -0.2
H 4.7956 -0.4479 -2.0211 -0.4 0.3 -0.1
C 3.5599 0.7606 0.9405 -0.5 0.4 0.1
C 5.0291 0.3405 1.0704 0.2 -0.3 0.0
H 3.1317 0.9306 1.9427 0.2 0.0 -0.1
H 3.4653 1.7284 0.4146 0.1 -0.3 0.2
H 5.5953 1.1150 1.6192 -0.3 -0.3 -0.2
H 5.1308 -0.6020 1.6364 0.0 0.4 -0.2
H 5.5160 0.2050 0.0920 -0.2 0.1 0.4
Br -6.9578 3.0938 2.2973 0.7 -0.2 -0.2
P -1.2635 -1.2139 -0.6871 -4.7 -4.4 -4.6
C -0.3482 -2.2948 -1.9217 0.5 0.4 0.1
C -1.0227 -3.5192 -2.5544 -0.3 -0.2 0.0
H 0.5577 -2.6190 -1.3785 -0.2 0.0 -0.3
H 0.0084 -1.5956 -2.7011 -0.1 -0.3 0.2
H -0.3123 -4.0425 -3.2208 -0.3 0.3 0.3
H -1.3427 -4.2432 -1.7853 0.1 0.3 -0.3
H -1.9054 -3.2485 -3.1547 0.4 -0.1 0.3
C -2.4170 -2.4204 0.1819 0.4 0.1 0.6
C -3.7277 -2.8619 -0.4820 -0.2 0.1 -0.3
H -2.6462 -1.9356 1.1468 0.0 -0.2 -0.2
H -1.7841 -3.2912 0.4400 -0.2 0.3 -0.1
H -4.2927 -3.5295 0.1947 0.4 0.3 -0.3
H -4.3737 -1.9940 -0.7000 0.2 -0.3 0.1
H -3.5611 -3.4067 -1.4247 0.0 0.2 0.4
C -2.4014 -0.1580 -1.7404 0.1 0.5 0.3
C -2.9226 -0.6702 -3.0882 0.0 -0.3 -0.2
H -1.8303 0.7763 -1.8905 -0.3 -0.3 -0.1
H -3.2377 0.1239 -1.0743 0.3 -0.1 -0.2
H -3.5304 0.1117 -3.5795 0.3 -0.3 0.3
H -2.0942 -0.9185 -3.7744 -0.3 0.1 0.3
H -3.5561 -1.5657 -2.9825 0.3 0.4 0.0
N -1.7831 -1.0272 5.8890 0.1 0.0 -0.4
N -1.1047 -1.2336 4.6971 0.5 0.1 -0.9
N -0.3637 -2.2981 4.4332 0.3 -0.5 0.0
C 0.1166 -2.0696 3.1935 -1.0 0.5 1.6
N -0.3389 -0.8875 2.7396 -0.1 -1.1 1.5
N -1.1018 -0.3799 3.6912 -0.9 0.7 1.1
H -2.3283 -0.1644 6.0318 0.8 -0.8 -0.7
H -1.7317 -1.7248 6.6446 0.3 0.4 -1.2
H 0.7747 -2.7331 2.6501 -0.1 0.0 0.2
```
Forces are in eV/Å.

Atom charges from the Löwdin analysis, given in e for atoms 1 to 2: -0.02 -0.24



Entry from the OMol25 dataset: 9 unconnected molecules or ions with the total composition C35H58I2N10OPS2 in a non-equilibrium geometry (ωB97M-V with the def2-TZVPD basis set).

The lowest unoccupied orbital energy is 0.0618 Eh. The total charge is -1. As for the HOMO energy: -0.07293 hartree.

The geometry in XYZ format:
```
109
Properties=species:S:1:pos:R:3:forces:R:3
C -0.4871 1.5374 1.3309 0.4 0.1 -0.2
C -1.1527 0.2739 1.2034 1.0 2.0 0.7
P -1.2111 -0.8924 2.7558 2.3 -0.9 -2.0
S -2.5130 0.7517 3.5182 -1.1 1.3 0.1
C 0.1271 -2.0573 2.0271 1.3 -0.1 0.5
C 0.7802 -1.6998 0.6314 0.3 -1.5 -0.2
C 0.0524 -2.1503 -0.7051 1.2 -0.1 -0.7
C 0.8727 -1.5357 -1.9271 0.1 0.7 1.1
C 0.3513 -0.1031 -2.3748 1.2 0.0 -0.1
C 1.4766 1.0183 -2.3064 0.0 0.1 -0.6
C 1.2354 2.2320 -3.2759 -0.2 0.5 0.3
C -0.2003 2.8897 -3.1859 0.8 0.6 -0.1
C -0.7115 3.1590 -1.7211 -0.7 0.7 -0.6
C -1.0747 4.6775 -1.4673 0.6 -0.2 0.3
C -2.5649 -1.9343 1.9426 -0.4 -1.2 -1.1
C -3.8091 -1.2558 1.2873 -0.4 -1.1 -0.2
S -5.0256 -2.6847 1.0175 0.1 -0.4 -1.0
C -5.5039 -2.7315 -0.7069 -2.1 1.5 -0.1
N -6.6899 -2.2296 -1.0858 1.8 -0.6 0.8
N -6.8273 -2.4230 -2.4218 2.3 -1.5 -1.1
C -5.7150 -3.0511 -2.8289 -2.1 1.2 1.0
O -4.8500 -3.2655 -1.7885 -0.5 0.1 -0.4
C -1.2413 -1.8293 4.4661 -2.2 -0.8 1.4
I 0.6376 -2.3583 5.4796 -0.4 0.5 -0.8
C -2.3205 -2.2037 5.2277 1.8 -0.4 0.7
C -2.1698 -2.9680 6.6007 -0.7 0.2 -0.2
I -4.3850 -1.8299 4.8043 0.5 -0.3 0.2
H -0.9641 2.5034 1.6306 0.5 -1.2 -0.3
H 0.6128 1.5745 1.1169 -1.0 -0.1 0.1
H -1.5776 -0.0252 0.1988 -0.2 -0.2 0.6
H -0.1089 -0.0730 3.2505 -0.5 0.3 0.1
H -3.1686 1.3087 2.4506 0.3 -0.4 0.4
H 1.0191 -1.9339 2.7076 -1.0 -0.1 -0.4
H -0.1610 -3.1345 2.1280 0.2 0.8 -0.5
H 1.2471 -0.6770 0.5793 -1.0 -0.6 0.1
H 1.7080 -2.3529 0.6113 -0.8 0.6 0.0
H -1.0207 -1.8668 -0.8001 0.7 -0.2 0.2
H 0.1553 -3.2722 -0.7964 -0.5 1.2 0.3
H 1.9145 -1.3852 -1.5216 -0.8 -0.3 -0.5
H 0.9661 -2.2531 -2.7764 -0.3 0.6 0.5
H 0.0465 -0.1945 -3.4483 -0.2 0.3 0.9
H -0.4745 0.2325 -1.7024 0.4 -0.3 -0.8
H 2.4825 0.5928 -2.5789 -0.9 0.2 0.2
H 1.5988 1.4371 -1.2738 -0.3 -0.6 -0.7
H 1.4496 1.9785 -4.3496 -0.2 0.0 0.9
H 1.9733 3.0329 -2.9932 -0.5 -0.7 -0.2
H -0.1065 3.9017 -3.6773 -0.1 -0.9 0.2
H -0.9225 2.3137 -3.8172 0.4 0.3 0.7
H 0.0263 2.8757 -0.9412 -0.7 -0.2 -0.6
H -1.6652 2.5876 -1.5922 1.0 0.2 0.3
H -0.1470 5.2728 -1.2404 -0.7 -0.6 -0.3
H -1.5436 5.1666 -2.3547 0.1 -0.5 0.7
H -1.7248 4.7484 -0.5595 0.4 0.0 -0.8
H -2.8106 -2.8530 2.5453 -0.2 1.1 -0.3
H -2.0662 -2.4246 1.0543 -0.2 0.6 0.9
H -4.4030 -0.5607 1.9103 0.7 -0.2 -0.4
H -3.6150 -0.8773 0.2550 0.0 0.1 1.0
H -5.5650 -3.3650 -3.8797 0.5 0.1 1.2
H -3.1550 -3.2340 7.0482 0.5 0.3 -0.5
H -1.6490 -2.3183 7.3536 -0.2 -0.7 -0.8
H -1.6286 -3.9382 6.4513 -0.2 1.0 0.2
C 2.2340 -6.1315 1.9807 -0.4 0.2 -0.2
C 1.0810 -5.5930 1.2290 0.7 -0.3 0.4
N 0.1898 -5.1731 0.6449 -0.2 -0.2 -0.1
H 2.0280 -7.1555 2.2903 0.0 0.0 0.0
H 3.1229 -6.1209 1.3510 -0.1 0.0 0.0
H 2.4155 -5.5205 2.8649 0.0 0.0 -0.1
C -1.4418 -4.7482 -4.0810 0.4 -0.1 0.2
C -0.0693 -4.9875 -3.5864 -0.7 0.1 -0.2
N 0.9948 -5.1678 -3.2009 0.2 -0.1 0.0
H -2.1136 -4.5822 -3.2386 0.1 0.0 0.0
H -1.4539 -3.8696 -4.7255 0.0 0.0 0.0
H -1.7864 -5.6123 -4.6481 0.0 0.0 0.0
C -0.0023 7.2404 1.6444 -0.1 -0.5 0.1
C -0.3661 5.8545 2.0114 0.2 0.8 -0.2
N -0.6468 4.7788 2.2892 -0.1 0.0 0.1
H 0.9508 7.2448 1.1166 -0.1 0.0 0.0
H -0.7692 7.6646 0.9974 0.0 -0.1 0.0
H 0.0843 7.8506 2.5430 0.0 0.0 0.0
C 2.2260 1.8840 4.8900 0.2 -0.3 -0.4
C 2.9336 1.2371 3.7626 -0.5 0.3 0.6
N 3.4867 0.7362 2.8921 0.2 -0.1 -0.1
H 2.6321 1.5251 5.8356 0.0 0.0 -0.1
H 2.3526 2.9646 4.8338 0.0 0.0 -0.1
H 1.1622 1.6465 4.8450 0.0 0.0 -0.2
C 3.8069 -1.4475 -4.6701 -0.4 0.1 -0.2
C 2.6653 -0.9064 -5.4386 0.6 -0.3 0.5
N 1.7800 -0.4876 -6.0352 -0.1 0.0 -0.1
H 3.5836 -2.4671 -4.3556 0.0 0.1 0.0
H 4.7032 -1.4504 -5.2893 0.0 0.0 0.0
H 3.9855 -0.8311 -3.7899 0.0 0.0 -0.1
C 2.2096 5.9934 -5.5930 -0.1 0.1 0.5
C 1.9100 6.3423 -4.1878 0.2 -0.3 -0.8
N 1.6756 6.6059 -3.0981 0.0 0.1 0.2
H 3.1737 5.4894 -5.6508 -0.1 0.0 0.0
H 1.4371 5.3303 -5.9813 0.0 0.0 0.1
H 2.2423 6.8976 -6.1999 0.0 0.0 0.1
C -2.7077 -0.2023 9.7671 0.5 -0.1 0.2
C -1.3164 -0.3822 10.2336 -0.7 0.1 -0.3
N -0.2336 -0.5215 10.5823 0.1 0.0 0.1
H -3.3684 -0.0479 10.6195 0.1 0.0 0.0
H -2.7681 0.6626 9.1076 0.0 -0.1 0.0
H -3.0306 -1.0885 9.2214 0.0 0.0 0.0
C 6.3327 0.9976 -7.3154 -0.1 0.1 0.5
C 6.0380 1.2795 -5.8933 0.1 0.0 -0.2
N 5.8166 1.5088 -4.7872 0.1 -0.1 -0.5
H 7.3059 0.5157 -7.4028 0.0 0.0 0.0
H 5.5694 0.3380 -7.7274 0.0 0.0 0.0
H 6.3433 1.9278 -7.8820 0.0 0.0 0.0
```
Forces are in eV/Å.

Atom charges from the Löwdin analysis, given in e for atoms 1 to 2: -0.26 -0.24



Entry from the OMol25 dataset: a gas-phase ion, C2H7ClN3 (charge +1) in a non-equilibrium geometry (ωB97M-V with the def2-TZVPD basis set).

The lowest unoccupied orbital energy (spin up / spin down) is -0.1245 / -0.2930 Eh. The total charge is +1. As for the spin multiplicity: 3. As for the HOMO energy (spin up / spin down): -0.30608 / -0.54784 hartree. The calculation puts the energy above the lowest of the compared OMol25 structures with the same formula, charge and spin at 4.386 eV.

The geometry in XYZ format:
```
13
Properties=species:S:1:pos:R:3:forces:R:3
C -0.2844 0.2463 0.4319 -0.1 0.0 -2.1
C -1.3105 0.0663 -0.6661 3.7 -1.0 -0.4
N -0.1382 -1.1451 0.6858 -2.1 -2.1 -2.8
N -0.8770 -1.4753 -0.5487 1.4 2.0 2.9
N 1.0270 0.7429 -0.1027 1.0 1.0 1.3
Cl -2.9458 0.2936 0.1259 -2.7 0.3 0.9
H -0.6343 0.7023 1.3178 0.1 1.5 0.9
H -1.1356 0.2867 -1.6840 -0.4 1.2 -0.9
H -0.6607 -1.3122 1.5334 -0.2 -1.4 0.6
H -1.7350 -1.9907 -0.5727 -0.6 -1.8 0.8
H 1.7794 0.0306 -0.1061 -0.6 -0.2 -0.7
H 1.4491 1.4490 0.5093 -0.1 0.6 0.3
H 0.8087 1.1945 -0.9897 0.5 -0.1 -0.6
```
Forces are in eV/Å.

Atom charges from the Löwdin analysis, given in e for atoms 1 to 2: -0.41 -0.58



Entry from the OMol25 dataset: C18H19NO in the gas phase in a non-equilibrium geometry (ωB97M-V with the def2-TZVPD basis set).

The lowest unoccupied orbital energy is -0.0143 Eh. As for the HOMO energy: -0.26409 hartree. The calculation puts the energy above the lowest of the compared OMol25 structures with the same formula, charge and spin at 2.884 eV. The SMILES is NCCCCOc1c2ccccc2cc2ccccc12.

The geometry in XYZ format:
```
39
Properties=species:S:1:pos:R:3:forces:R:3
N -1.2729 -3.9400 -0.2002 -2.1 -1.2 -0.2
C -2.5682 -3.2476 0.0504 -0.4 -1.7 0.6
C -2.7058 -2.8064 1.5224 1.5 -0.8 0.0
C -1.5348 -1.9712 2.1354 1.0 -0.1 -0.1
C -0.8939 -0.7023 1.4787 -0.3 1.3 -0.7
O 0.0227 -0.8534 0.3548 1.6 -0.7 -0.6
C 0.6528 0.2895 -0.2205 0.2 0.7 3.7
C 1.7161 1.0048 0.4593 0.9 -2.8 0.4
C 2.4559 0.5256 1.6173 -0.4 0.9 -0.9
C 3.4985 1.2661 2.1375 -0.3 -0.5 0.8
C 4.0817 2.3726 1.4643 -5.0 -1.0 -3.7
C 3.4166 2.8060 0.2740 2.9 -1.2 4.0
C 2.2910 2.1448 -0.1410 -2.3 0.8 -1.6
C 1.5909 2.7725 -1.1655 0.5 1.0 -1.3
C 0.5365 2.1374 -1.7935 0.0 0.4 1.2
C -0.2213 2.6992 -2.8022 -0.7 -0.1 -1.2
C -1.2054 2.0169 -3.4694 0.7 1.5 -0.8
C -1.5740 0.7223 -3.1445 0.1 -1.3 2.8
C -0.9663 0.2368 -1.9356 -2.7 -1.8 -3.0
C 0.0600 0.9189 -1.2908 0.0 -1.5 -0.2
H -0.5122 -3.3473 0.0201 0.9 0.4 0.4
H -1.2558 -4.8585 0.3013 0.3 1.5 -0.5
H -3.4097 -4.0405 -0.1434 1.4 1.7 0.1
H -2.7044 -2.3816 -0.6002 0.1 -0.2 -0.3
H -2.7651 -3.7867 2.0951 -0.2 1.4 -0.2
H -3.5617 -2.1765 1.6628 -0.9 -0.1 0.1
H -1.9595 -1.5939 3.1170 0.8 -0.3 -1.0
H -0.6013 -2.5714 2.3515 -1.2 0.1 0.0
H -0.3030 -0.3050 2.3180 -0.4 0.5 -0.3
H -1.5791 0.0326 0.9995 -0.3 -0.3 1.3
H 2.2016 -0.4245 2.0533 -0.3 0.0 0.3
H 3.7700 0.9802 3.1686 0.6 0.1 -0.8
H 4.8149 2.9738 1.7665 3.1 1.8 1.7
H 3.7745 3.6463 -0.2786 0.2 0.4 -0.2
H 1.9561 3.7764 -1.5372 -0.5 -1.3 0.4
H 0.0323 3.6947 -3.0419 0.1 1.0 -0.7
H -1.6507 2.5064 -4.3251 -0.2 0.1 0.0
H -2.4274 0.2710 -3.7162 1.2 0.0 0.9
H -1.1993 -0.7878 -1.5417 0.1 1.2 -0.5
```
Forces are in eV/Å.

Atom charges from the Löwdin analysis, given in e for atoms 1 to 2: -0.01 -0.28



Entry from the OMol25 dataset: 2 unconnected molecules or ions with the total composition C4H9O3 in a non-equilibrium geometry (ωB97M-V with the def2-TZVPD basis set).

The lowest unoccupied orbital energy is 0.1571 Eh. The total charge is -1. As for the HOMO energy: -0.17200 hartree. The calculation puts the energy above the lowest of the compared OMol25 structures with the same formula, charge and spin at 1.110 eV.

The geometry in XYZ format:
```
16
Properties=species:S:1:pos:R:3:forces:R:3
C 2.2486 -1.0601 1.8427 -1.1 0.7 0.7
C 1.5724 -0.5118 0.5640 1.7 -1.3 -0.1
O 1.4152 0.7444 0.4955 -0.2 -0.9 0.0
O 1.3458 -1.3887 -0.2857 -0.7 0.5 -0.5
H 1.7191 -0.4785 2.6189 0.9 -0.2 0.3
H 3.3373 -0.9846 1.8553 -0.1 0.6 0.0
H 2.0225 -2.1084 2.0156 -0.2 -0.1 -0.3
C -1.7976 1.3037 -0.8568 -1.3 0.3 -0.3
C -1.6874 -0.1583 -1.3604 -0.5 0.3 -0.6
O -0.5927 1.7997 -0.4026 1.1 -1.2 0.2
H -2.2088 2.0078 -1.6167 0.4 -0.5 -0.4
H -2.6424 1.4143 -0.1238 0.7 -0.5 0.3
H -2.3864 -0.8772 -0.9228 0.3 0.2 0.7
H 0.2274 1.0446 -0.2171 -1.4 2.2 0.1
H -0.6519 -0.4256 -1.1809 0.0 -0.7 -0.1
H -1.9210 -0.3214 -2.4252 0.4 0.6 0.0
```
Forces are in eV/Å.

Atom charges from the Löwdin analysis, given in e for atoms 1 to 2: -0.05 -0.72



What did the third record say?
Entry from the OMol25 dataset: a gas-phase ion, C2H7ClN3 (charge +1) in a non-equilibrium geometry (ωB97M-V with the def2-TZVPD basis set).

The lowest unoccupied orbital energy (spin up / spin down) is -0.1245 / -0.2930 Eh. The total charge is +1. As for the spin multiplicity: 3. As for the HOMO energy (spin up / spin down): -0.30608 / -0.54784 hartree. The calculation puts the energy above the lowest of the compared OMol25 structures with the same formula, charge and spin at 4.386 eV.

The geometry in XYZ format:
```
13
Properties=species:S:1:pos:R:3:forces:R:3
C -0.2844 0.2463 0.4319 -0.1 0.0 -2.1
C -1.3105 0.0663 -0.6661 3.7 -1.0 -0.4
N -0.1382 -1.1451 0.6858 -2.1 -2.1 -2.8
N -0.8770 -1.4753 -0.5487 1.4 2.0 2.9
N 1.0270 0.7429 -0.1027 1.0 1.0 1.3
Cl -2.9458 0.2936 0.1259 -2.7 0.3 0.9
H -0.6343 0.7023 1.3178 0.1 1.5 0.9
H -1.1356 0.2867 -1.6840 -0.4 1.2 -0.9
H -0.6607 -1.3122 1.5334 -0.2 -1.4 0.6
H -1.7350 -1.9907 -0.5727 -0.6 -1.8 0.8
H 1.7794 0.0306 -0.1061 -0.6 -0.2 -0.7
H 1.4491 1.4490 0.5093 -0.1 0.6 0.3
H 0.8087 1.1945 -0.9897 0.5 -0.1 -0.6
```
Forces are in eV/Å.

Atom charges from the Löwdin analysis, given in e for atoms 1 to 2: -0.41 -0.58